1.
A 2-piece molecular cluster, C22H41BF2NO6P overall. Source: the OMol25 dataset; level of theory: ωB97M-V/def2-TZVPD.

Last column: Löwdin spin population.
Geometry (Å):
C1 -1.0379 -5.2437 2.2988  0.000
C2 -2.3747 -4.9450 1.6212  0.000
C3 -2.2216 -4.6246 0.1358  0.000
C4 -3.5167 -4.2275 -0.5897  0.000
C5 -3.7164 -2.7214 -0.7874  0.000
C6 -4.0072 -1.9039 0.4872  0.000
C7 -3.0816 -0.7047 0.6969  0.000
C8 -1.6222 -1.0736 1.0134  0.001
C9 -0.6325 -0.9614 -0.1633  0.000
C10 0.6939 -0.2750 0.1952  0.005
C11 0.8353 1.2009 -0.1939  0.001
P1 1.0707 1.4851 -2.0611  0.000
C12 -0.6465 1.4907 -2.7513  0.000
O1 1.6220 0.0210 -2.5821  0.000
C13 -0.3371 2.0748 0.2509  0.001
C14 -0.3012 2.5673 1.7243  0.025
C15 -0.1189 4.0899 1.7522  0.021
C16 -1.5961 2.2099 2.4643  0.001
N1 0.8206 1.9289 2.4759  0.406
O2 0.7453 2.0256 3.7473  0.482
C17 2.2068 1.8462 1.9295  0.025
C18 3.0114 3.0779 2.4046  0.017
C19 2.8707 0.5746 2.4905  0.007
C20 2.1191 1.8242 0.3945  -0.001
H1 -0.7492 -6.2906 2.1906  0.000
H2 -1.0647 -5.0209 3.3658  0.000
H3 -0.2368 -4.6407 1.8639  0.000
H4 -2.8770 -4.1219 2.1332  0.000
H5 -3.0379 -5.8096 1.7199  0.000
H6 -1.7902 -5.5032 -0.3534  0.000
H7 -1.4790 -3.8298 0.0171  0.000
H8 -4.3800 -4.6378 -0.0535  0.000
H9 -3.5256 -4.6973 -1.5758  0.000
H10 -2.8305 -2.3227 -1.2920  0.000
H11 -4.5435 -2.5826 -1.4878  0.000
H12 -3.9577 -2.5489 1.3677  0.000
H13 -5.0359 -1.5363 0.4472  0.000
H14 -3.4842 -0.0869 1.5033  0.000
H15 -3.1137 -0.0826 -0.2058  0.000
H16 -1.6007 -2.0962 1.4012  0.000
H17 -1.2577 -0.4470 1.8300  0.000
H18 -1.1243 -0.4411 -0.9886  0.000
H19 -0.4032 -1.9599 -0.5463  0.000
H20 0.8432 -0.3823 1.2705  0.003
H21 1.5215 -0.8151 -0.2718  0.000
H22 -0.5587 1.1074 -3.7698  0.000
H23 -0.9737 2.5283 -2.8295  0.000
H24 -1.4128 0.9303 -2.2147  0.000
H25 0.9869 -0.7040 -2.5230  0.000
H26 -0.3493 2.9705 -0.3813  0.000
H27 -1.2813 1.5591 0.0638  0.000
H28 -0.9686 4.5549 1.2479  0.002
H29 0.7828 4.4014 1.2257  0.000
H30 -0.0793 4.4468 2.7822  0.002
H31 -1.8298 2.9391 3.2381  0.000
H32 -1.5109 1.2416 2.9532  -0.001
H33 -2.4292 2.1791 1.7601  0.000
H34 3.7068 3.3878 1.6231  0.001
H35 3.5833 2.8487 3.3014  0.002
H36 2.3622 3.9164 2.6443  0.001
H37 2.8632 -0.2475 1.7799  0.000
H38 3.9133 0.7790 2.7313  0.000
H39 2.3692 0.2634 3.4063  -0.001
H40 2.1860 2.8453 0.0101  0.000
H41 3.0077 1.3133 0.0112  0.000
B1 3.4533 1.9921 -5.9919  0.000
O3 3.6487 2.7799 -4.7277  0.000
C21 4.7054 2.3593 -4.0766  0.000
O4 5.1213 2.7784 -3.0279  0.000
C22 5.3388 1.1996 -4.9014  0.000
O5 6.3268 0.5858 -4.5951  0.000
O6 4.6024 1.0232 -5.9729  0.000
F1 3.5347 2.8208 -7.0986  0.000
F2 2.2427 1.3167 -5.9574  0.000

Values from the calculation:
Molecular weight: 495.35 g mol⁻¹
Orbital gap (spin up / spin down): 8.369 / 8.369 eV
Energy above the lowest of the compared OMol25 structures with the same formula, charge and spin: 0.00 kJ/mol
Multiplicity: 2
E_tot: -52661.905 eV
Maximum force: 0.4 eV/A
⟨S²⟩: 0.754
Charge: -1

=====

2.
C22H41BiBrNP3Se as an isolated structure in a non-equilibrium geometry. Source: the OMol25 dataset; level of theory: ωB97M-V/def2-TZVPD.

Last column: Mulliken charge in e.
Geometry (Å):
Bi1 0.0362 0.4169 0.9978  0.873
P1 0.2782 2.3150 2.3337  0.344
P2 -2.2583 0.7664 0.6320  1.111
P3 2.3222 0.1238 0.6343  0.909
H1 -1.4545 -3.0432 -7.9757  0.265
C1 -0.6060 -3.7037 -7.8165  -0.557
C2 -0.7647 -4.9651 -7.4233  -0.434
H2 -1.7494 -5.3889 -7.2444  0.243
C3 0.4040 3.9621 1.5101  -1.198
C4 -1.0603 2.6595 3.5650  -1.025
C5 1.7164 2.4709 3.4905  -1.098
C6 -2.9816 -0.3347 -0.6469  -1.216
C7 -3.5700 0.6013 1.9346  -1.388
C8 -2.7909 2.4154 -0.0092  -1.271
C9 2.7278 -1.1445 -0.6301  -1.133
C10 3.4933 -0.3752 1.9844  -1.311
C11 3.3106 1.5443 -0.0082  -1.120
H3 0.3788 -3.2797 -7.9954  0.252
H4 0.0839 -5.6255 -7.2641  0.243
H5 0.4187 4.7812 2.2380  0.530
H6 -0.4361 4.0958 0.8245  0.321
H7 1.3198 3.9875 0.9123  0.340
H8 -0.7828 3.4699 4.2485  0.544
H9 -1.2537 1.7525 4.1457  0.310
H10 -1.9840 2.9321 3.0496  0.387
H11 1.6598 3.4076 4.0563  0.576
H12 2.6543 2.4573 2.9307  0.399
H13 1.7236 1.6333 4.1911  0.353
H14 -4.0756 -0.3432 -0.5852  0.506
H15 -2.5953 -1.3473 -0.5037  0.369
H16 -2.6694 0.0152 -1.6330  0.361
H17 -4.4001 1.2755 1.6974  0.463
H18 -3.1734 0.8630 2.9190  0.320
H19 -3.9530 -0.4192 1.9732  0.479
H20 -3.8843 2.4551 -0.0600  0.559
H21 -2.3683 2.5660 -1.0047  0.365
H22 -2.4446 3.2110 0.6563  0.371
H23 3.7998 -1.3714 -0.6361  0.492
H24 2.4245 -0.7655 -1.6089  0.363
H25 2.1576 -2.0550 -0.4287  0.336
H26 4.5192 -0.3832 1.6005  0.539
H27 3.2608 -1.3674 2.3762  0.394
H28 3.4346 0.3438 2.8063  0.367
H29 4.3798 1.3274 0.0910  0.503
H30 3.0810 2.4531 0.5541  0.324
H31 3.0527 1.7092 -1.0558  0.363
C12 0.1118 0.6526 -2.7453  0.835
C13 -0.3092 -0.6836 -2.7415  -0.091
C14 -0.3473 -1.4199 -3.9264  -1.134
C15 0.0320 -0.8408 -5.1374  -0.339
C16 0.4528 0.4925 -5.1483  -0.781
C17 0.4936 1.2318 -3.9691  -0.792
Se1 0.2036 1.7803 -1.1905  -0.047
H32 -0.1802 -0.9376 0.0885  -0.177
H33 -0.6025 -1.1343 -1.7971  0.357
H34 -0.6774 -2.4560 -3.8983  0.451
H35 0.0017 -1.4162 -6.0584  0.354
H36 0.7529 0.9612 -6.0826  0.425
H37 0.8230 2.2676 -3.9882  0.433
Br1 -0.5929 -5.1846 2.9763  -0.071
C18 -0.3655 -3.3429 3.4214  -0.650
C19 -0.2379 -2.9644 4.7558  -0.064
C20 -0.0544 -1.6258 5.0669  -1.238
C21 0.0012 -0.6869 4.0389  -0.330
N1 -0.1307 -1.0459 2.7281  0.034
C22 -0.3105 -2.3663 2.4181  0.097
H38 -0.2704 -3.7003 5.5492  0.510
H39 0.0576 -1.3115 6.0982  0.508
H40 0.1684 0.3105 4.3270  0.554
H41 -0.3986 -2.6816 1.3887  0.429

Values from the calculation:
Molecular weight: 780.34 g mol⁻¹
Orbital gap: 4.795 eV
Energy above the lowest of the compared OMol25 structures with the same formula, charge and spin: 378.18 kJ/mol
E_tot: -194031.881 eV
Maximum force: 8.9 eV/A
Charge: +3

=====

3.
C22H41Cl3MgN3O5Si as an isolated structure in a non-equilibrium geometry. Source: the OMol25 dataset; level of theory: ωB97M-V/def2-TZVPD.

Last column: Mulliken charge in e.
Geometry (Å):
C1 -2.5928 -2.3751 -5.2082  -1.451
C2 -1.6516 -2.7012 -4.0967  0.612
H1 -2.8051 -3.2136 -5.8886  0.455
H2 -2.1225 -1.5622 -5.7968  0.056
H3 -3.5286 -1.9706 -4.7782  0.332
C3 -0.6262 -3.5571 -4.2352  0.633
C4 -0.6894 -4.7566 -5.0763  -1.634
H4 0.3755 -3.2399 -3.8432  0.186
H5 -0.4733 -4.5969 -6.1306  0.292
H6 -1.7262 -5.1096 -5.0272  0.354
H7 -0.0537 -5.5607 -4.7086  0.385
Mg1 1.4708 1.7476 0.6477  1.077
Cl1 -2.1455 2.6905 0.8287  -0.587
Cl2 1.7149 3.6012 -1.0148  -0.739
H8 0.9989 6.4739 3.3330  0.322
H9 -1.1999 6.0603 3.6209  0.347
C5 1.2728 5.5356 2.8230  -0.903
C6 -1.2488 5.5420 2.6603  -0.980
N1 0.0169 4.8598 2.4615  0.334
H10 1.8732 4.8644 3.4676  0.228
C7 0.1402 3.6791 1.9317  0.157
O1 1.2377 3.0754 2.0051  -0.718
H11 -2.0331 4.7795 2.6407  0.312
H12 -0.8502 3.2203 1.3251  0.286
H13 1.8406 5.7246 1.8838  0.254
H14 -1.4302 6.2721 1.8628  0.285
H15 2.6275 -0.6132 -3.1180  0.238
H16 2.7439 -3.0410 -1.7796  0.249
C8 3.4524 -0.3535 -2.4391  -0.928
C9 3.5420 -2.5021 -1.2536  -1.037
N2 3.2631 -1.0821 -1.1907  0.435
H17 3.4887 0.7222 -2.2434  0.296
C10 3.0593 -0.4649 -0.0154  0.375
O2 3.1642 0.7628 0.1574  -0.815
H18 3.6301 -2.8817 -0.2292  0.369
H19 2.7168 -1.1299 0.8071  0.118
H20 4.3555 -0.7130 -2.9468  0.324
H21 4.4804 -2.6261 -1.8103  0.367
O3 -1.0229 -0.5911 -3.3218  -0.100
C11 -1.7213 -1.7639 -2.8993  -0.836
C12 0.0362 -2.7125 -1.3015  1.118
C13 -1.2989 -2.3931 -1.5548  0.670
H22 0.7894 -2.4215 -2.0369  -0.332
C14 0.3958 -3.4462 -0.1630  -0.523
H23 -2.7580 -1.4562 -2.7639  0.473
C15 -2.2665 -2.8369 -0.6285  -0.566
H24 1.4540 -3.6425 0.0303  0.130
C16 -0.5727 -3.9685 0.7083  -0.722
C17 -1.9209 -3.6803 0.4340  -0.736
H25 -3.3298 -2.6213 -0.7537  0.368
H26 -0.2684 -4.6649 1.4999  0.407
H27 -2.6913 -4.1242 1.0685  0.369
Si1 -0.8883 0.8031 -4.0629  0.427
Cl3 0.2087 0.3271 -0.2142  -0.506
C18 0.9972 1.0514 -4.1478  -0.131
C19 -1.4392 2.1733 -2.8783  -0.557
C20 -1.7640 1.1004 -5.6898  -1.324
H28 1.4747 0.6996 -3.2109  -0.735
H29 1.2352 2.1185 -4.1848  0.422
H30 1.4280 0.5070 -5.0007  0.352
H31 -1.3194 0.4279 -6.4440  0.300
H32 -1.5467 2.1779 -5.8840  0.415
H33 -2.8573 0.9272 -5.5474  0.285
H34 -1.4785 1.9844 -1.7886  -0.081
H35 -2.4214 2.5183 -3.2216  0.347
H36 -0.7135 2.9972 -3.0079  0.244
N3 -0.7930 -1.2970 4.5874  -0.078
C21 -0.4624 -1.3535 3.1526  -0.228
C22 -0.0169 0.1016 2.9317  0.539
O4 -0.5405 0.9617 3.6951  -0.820
O5 0.9017 0.2615 2.0789  -0.561
H37 -0.6209 -0.3034 4.8581  0.314
H38 -0.2336 -1.9711 5.1424  0.339
H39 -1.7850 -1.5206 4.7112  0.347
H40 0.3337 -2.0562 2.9268  0.091
H41 -1.3437 -1.5749 2.5506  -0.008

Values from the calculation:
Molecular weight: 586.34 g mol⁻¹
Orbital gap: 4.736 eV
E_tot: -89081.417 eV
Maximum force: 4.9 eV/A
Charge: -1